Record 1
Here is a cluster of 2 separate species, C2ClF5OS in total in a non-equilibrium geometry from the OMol25 dataset. Energies are from ωB97M-V/def2-TZVPD.

Values from the calculation:
- HOMO-LUMO gap (alpha / beta): 8.0097 / 8.4089 eV
- Charge: 0
- DFT total energy: -41064.0047 eV
- HOMO energy (alpha / beta): -9.660 / -9.949 eV

```
10
Properties=species:S:1:pos:R:3:forces:R:3:nbo_charge:R:1
C 1.21203 0.30200 -0.34726 2.44 1.46 -1.87 0.873
C 0.29466 -0.43316 0.54029 -1.84 -0.88 2.07 0.146
O -2.35089 -0.95327 -1.15366 0.02 -1.80 -1.28 -0.812
F 2.33814 -0.35749 -0.73259 -1.11 -0.55 -0.08 -0.311
F 1.74123 1.39793 0.22215 -1.32 0.07 0.04 -0.297
F 0.55347 0.66884 -1.52257 0.85 -0.45 1.41 -0.333
F 0.42372 -0.13446 1.88753 -0.05 -0.05 -1.95 -0.312
F -3.10292 0.42615 0.59851 0.79 0.40 -0.10 -0.503
S -1.99865 0.28908 -0.58852 0.21 1.10 1.94 1.466
Cl 0.18874 -2.13883 0.31276 0.01 0.71 -0.17 0.083
```
Forces are in eV/Å.



Record 2
Here is an isolated molecule of C5H2ClN in a non-equilibrium geometry from the OMol25 dataset. Energies are from ωB97M-V/def2-TZVPD.

Values from the calculation:
- HOMO-LUMO gap: 8.3405 eV
- Charge: 0
- DFT total energy: -19222.9057 eV
- HOMO energy: -9.104 eV

```
9
Properties=species:S:1:pos:R:3:forces:R:3:nbo_charge:R:1
C 0.24015 1.38489 0.03763 -0.83 -0.07 -1.07 0.126
C -1.05135 1.22283 -0.08623 0.15 -0.72 1.09 -0.135
C 1.28143 0.62377 -0.07759 -2.62 0.28 0.57 -0.321
C 0.78779 -0.90670 -0.04515 4.90 0.29 0.35 -0.008
C -1.78561 0.19170 0.08545 2.62 -0.23 -0.84 0.024
N -0.29688 -1.40406 0.01795 -3.38 0.33 0.08 -0.348
Cl -3.19791 -0.55777 -0.03891 -1.44 -0.54 0.10 0.189
H 2.23410 0.96543 0.07471 2.56 -0.18 0.03 0.236
H 1.78828 -1.52009 0.03215 -1.97 0.85 -0.30 0.237
```
Forces are in eV/Å.



Record 3
Here is a cluster of 2 separate species, C3H9OS in total in a non-equilibrium geometry from the OMol25 dataset. Energies are from ωB97M-V/def2-TZVPD.

Values from the calculation:
- HOMO-LUMO gap: 4.4549 eV
- Charge: -1
- DFT total energy: -16137.6276 eV
- HOMO energy: -1.139 eV

```
14
Properties=species:S:1:pos:R:3:forces:R:3:nbo_charge:R:1
C 1.33817 -1.93128 -1.55858 -0.46 1.17 -0.86 -0.265
O 0.83374 -2.84404 -2.55783 1.03 -0.10 0.56 -0.724
H 1.61444 -2.32065 -0.58202 -0.40 -0.49 -0.03 0.175
H 2.18255 -1.30951 -1.89771 0.06 -0.47 -0.31 0.147
H 0.53282 -1.21392 -1.49142 -0.15 0.04 0.73 0.212
C -1.92566 2.45080 1.68295 0.46 -0.05 -0.03 -0.826
S -1.57350 0.62251 1.37601 -0.29 0.43 0.38 0.104
C 0.04359 0.49872 0.94276 0.72 -0.33 -0.15 -1.127
H -0.95971 2.95607 1.76551 0.08 -0.22 -0.14 0.202
H -2.37387 2.52420 2.67427 -0.50 0.17 -0.12 0.179
H -2.48402 2.95535 0.88646 -0.28 -0.09 0.15 0.172
H 0.35105 0.29202 -0.07260 -0.12 0.35 -0.15 0.147
H 1.58934 -3.36823 -2.83359 -0.10 -0.23 -0.15 0.447
H 0.83106 0.68797 1.66579 -0.03 -0.18 0.11 0.156
```
Forces are in eV/Å.



Record 4
Here is a structure of composition C24H25AgBN8SeTe in a non-equilibrium geometry from the OMol25 dataset. Energies are from ωB97M-V/def2-TZVPD.

Values from the calculation:
- HOMO-LUMO gap: 5.5834 eV
- Charge: -1
- DFT total energy: -114531.5987 eV
- HOMO energy: -4.012 eV

```
61
Properties=species:S:1:pos:R:3:forces:R:3:nbo_charge:R:1
Ag 11.84154 11.78654 9.24156 0.45 0.39 -0.37 0.706
C 8.90541 9.39880 5.33041 -1.45 0.38 0.23 -0.384
C 10.10547 9.73870 4.74034 0.29 -0.01 -0.27 -0.075
N 10.51408 10.94427 5.06752 0.53 0.63 0.67 -0.266
N 9.60071 11.41519 5.95213 0.10 0.55 -0.22 -0.339
C 8.60927 10.54652 6.05692 -1.17 -1.67 0.55 -0.033
B 9.64040 12.84562 6.57630 0.63 0.96 -0.78 0.586
N 11.11965 13.33161 6.53190 0.72 -0.29 -0.76 -0.351
C 11.66050 14.25360 5.66816 0.03 -1.68 0.99 -0.015
C 13.03371 14.03230 5.61132 -0.33 0.94 -1.13 -0.360
C 13.24300 12.92622 6.43038 -0.54 -0.52 0.72 -0.036
N 12.11167 12.49184 6.97410 -0.52 0.96 -0.12 -0.340
N 9.09327 12.91174 8.03235 -0.95 0.01 1.75 -0.316
C 7.83282 13.23086 8.39932 -0.10 0.22 -1.39 -0.015
C 7.70184 13.19069 9.77871 -2.64 0.80 -1.38 -0.374
C 8.94040 12.88199 10.20967 2.32 -0.15 0.93 -0.053
N 9.77574 12.71328 9.18705 0.66 -0.52 -0.54 -0.375
H 8.21513 8.56636 5.16050 0.64 0.26 0.19 0.213
H 10.72842 9.13428 4.14037 0.51 -0.44 -0.80 0.185
H 7.72554 10.66224 6.66576 0.13 0.47 0.16 0.202
H 8.93786 13.64491 5.90841 0.44 -0.56 0.49 -0.068
H 10.96458 14.82791 5.10202 0.00 0.64 -0.22 0.211
H 13.73470 14.56899 4.94666 -0.45 -0.48 0.73 0.219
H 14.11421 12.37137 6.70721 0.62 0.13 -0.10 0.218
H 7.17739 13.57157 7.60077 -0.18 -0.29 0.42 0.214
H 6.76253 13.41767 10.27773 0.53 -0.07 0.17 0.223
H 9.36262 12.90591 11.21502 -0.23 -0.35 -0.32 0.216
Se 12.26892 7.49801 6.77948 0.75 -1.08 -0.71 0.958
N 11.45820 8.80349 7.54751 -0.99 0.84 1.53 -0.598
C 11.21781 8.45990 8.81385 0.51 -0.86 -0.39 0.088
C 10.52775 9.25813 9.81453 -0.15 0.00 -0.20 -0.209
C 10.39400 8.79366 11.09963 0.17 -0.66 -1.96 -0.202
C 10.95529 7.51846 11.45007 1.63 -0.20 -0.21 -0.205
C 11.68162 6.75638 10.54552 -1.53 0.38 0.46 -0.209
C 11.74283 7.10277 9.13866 -0.73 1.95 2.58 0.101
N 12.35048 6.41809 8.22669 0.13 0.21 -1.27 -0.616
H 10.08409 10.21544 9.48206 0.15 -0.68 0.26 0.236
H 9.77353 9.31539 11.78700 -0.12 0.50 0.58 0.215
H 11.00584 7.27153 12.52599 -0.28 -0.16 -0.75 0.211
H 12.11300 5.82723 10.85539 0.30 -0.33 0.17 0.212
C 18.32654 14.08770 6.61922 0.76 0.09 0.06 -0.615
C 17.24254 13.76254 7.59770 0.57 0.50 -0.59 -0.046
C 17.20892 12.49748 8.07044 -0.46 -1.29 1.26 -0.202
C 16.33725 12.07241 9.08469 0.24 -0.28 0.72 -0.034
C 16.54428 10.68806 9.70216 -1.92 1.67 1.04 -0.641
C 15.32382 12.93641 9.54959 0.82 -0.09 -0.97 -0.228
Te 13.81590 12.25744 10.89713 0.43 0.11 0.47 -0.408
C 15.35438 14.22533 8.97938 -1.31 0.67 0.57 -0.021
C 14.29400 15.26390 9.28451 0.49 -0.78 1.87 -0.638
C 16.31236 14.65750 8.08236 -0.20 -0.21 -0.43 -0.244
H 19.03242 13.23266 6.44218 -0.80 0.71 0.14 0.205
H 18.91870 14.92068 7.00278 0.16 0.02 0.00 0.207
H 17.92410 14.43064 5.68186 -0.16 0.02 -0.61 0.208
H 17.91623 11.81399 7.65258 0.42 -0.60 0.05 0.180
H 17.22328 10.13526 9.14147 1.41 -1.04 -0.78 0.196
H 15.56184 10.22729 9.65018 -0.07 -0.50 0.09 0.236
H 16.77810 10.72184 10.80098 0.04 0.11 -1.09 0.222
H 13.31640 14.81658 9.40718 -0.40 -0.08 -0.67 0.242
H 14.37726 16.03924 8.55553 -0.46 0.64 -0.32 0.199
H 14.43798 15.65694 10.31798 0.24 0.10 -0.62 0.212
H 16.19353 15.64983 7.65574 0.30 0.00 0.11 0.194
```
Forces are in eV/Å.